The following is a quantum chemistry calculation of a cluster of 11 separate species, C30H84BF4N16O14 in total at a distorted geometry, from the OMol25 dataset.

CARTESIAN COORDINATES (ANGSTROEM)
B -2.26 0.36 0.73
F -2.18 -0.95 0.61
F -1.48 0.86 -0.19
F -3.47 0.78 0.41
F -1.79 0.68 1.96
C -6.13 1.30 2.50
O -6.39 0.18 1.98
N -7.04 1.94 3.27
N -4.99 1.89 2.41
H -8.03 1.72 3.21
H -6.71 2.83 3.62
H -4.26 1.50 1.82
H -4.88 2.86 2.67
C -4.35 -0.97 4.20
O -4.83 -1.65 3.29
N -3.28 -0.18 4.09
N -4.78 -1.04 5.46
H -3.04 0.26 4.97
H -2.80 -0.15 3.21
H -4.37 -0.50 6.21
H -5.59 -1.56 5.75
C -1.87 3.72 3.94
O -1.79 4.84 4.30
N -2.01 2.81 4.82
N -1.89 3.29 2.75
H -2.11 1.89 4.43
H -2.65 3.04 5.57
H -1.95 2.31 2.49
H -1.92 3.95 1.98
C -0.70 -4.89 -0.94
O 0.40 -4.93 -0.54
N -1.19 -5.78 -1.70
N -1.53 -3.99 -0.63
H -2.20 -5.83 -1.69
H -0.65 -6.48 -2.18
H -2.37 -3.94 -1.19
H -1.22 -3.16 -0.14
C -3.45 2.77 -2.76
O -3.58 3.62 -3.63
N -2.38 2.66 -2.05
N -4.36 1.88 -2.43
H -1.61 3.27 -2.30
H -2.17 1.97 -1.34
H -5.13 1.72 -3.07
H -4.19 1.28 -1.63
C -5.37 -2.49 -0.34
O -6.01 -2.10 0.68
N -4.37 -1.90 -0.86
N -5.57 -3.62 -0.91
H -4.24 -2.16 -1.83
H -3.92 -1.16 -0.34
H -6.39 -4.11 -0.56
H -5.21 -3.66 -1.85
C -0.45 4.40 -7.55
O -0.03 4.64 -6.26
C -1.06 5.04 -5.40
C -0.73 5.93 -4.12
N 0.54 5.57 -3.50
C 0.87 6.48 -2.35
C 0.17 6.36 -1.06
O 0.08 4.99 -0.76
C -0.89 4.74 0.26
H -1.17 3.59 -7.57
H 0.34 4.20 -8.27
H -0.82 5.38 -7.85
H -1.65 4.13 -5.25
H -1.68 5.70 -6.02
H -1.47 5.70 -3.34
H -0.87 7.01 -4.20
H 1.16 5.81 -4.26
H 0.95 7.53 -2.61
H 1.90 6.20 -2.13
H -0.80 6.82 -1.27
H 0.63 6.97 -0.28
H -0.42 4.98 1.21
H -1.09 3.67 0.37
H -1.86 5.21 0.12
C 2.17 -2.13 5.41
O 1.83 -2.51 4.07
C 0.40 -2.60 3.82
C 0.35 -3.17 2.42
N 1.24 -4.29 2.27
C 0.50 -5.51 2.70
C 1.37 -6.81 2.45
O 2.36 -6.67 1.43
C 3.10 -7.96 1.24
H 1.78 -1.14 5.64
H 3.24 -1.93 5.39
H 2.00 -2.89 6.18
H 0.08 -1.56 3.83
H -0.15 -3.15 4.58
H 0.80 -2.27 1.99
H -0.64 -3.13 1.96
H 1.93 -4.05 2.97
H -0.43 -5.61 2.14
H 0.20 -5.49 3.74
H 0.73 -7.63 2.13
H 1.97 -7.18 3.28
H 3.53 -8.39 2.15
H 3.88 -7.77 0.51
H 2.50 -8.77 0.83
C 0.12 -1.12 -1.46
O 0.80 -1.33 -2.74
C 0.03 -2.00 -3.67
C 1.10 -2.39 -4.74
N 1.97 -1.17 -4.86
C 3.11 -1.48 -5.62
C 3.84 -0.20 -5.66
O 4.07 0.24 -4.30
C 4.73 1.47 -4.13
H -0.91 -0.87 -1.70
H 0.46 -0.24 -0.92
H 0.06 -2.00 -0.82
H -0.75 -1.31 -3.99
H -0.26 -3.02 -3.42
H 0.68 -2.75 -5.67
H 1.77 -3.18 -4.40
H 1.54 -0.53 -5.51
H 3.10 -1.90 -6.63
H 3.69 -2.32 -5.23
H 3.24 0.48 -6.27
H 4.87 -0.36 -5.96
H 4.08 2.32 -4.33
H 5.54 1.51 -4.86
H 5.15 1.61 -3.13
C 7.95 0.57 0.65
O 6.95 -0.36 1.05
C 6.78 -0.52 2.50
C 5.36 -1.11 2.65
N 4.50 -0.16 1.96
C 3.11 -0.53 2.07
C 2.21 0.60 1.46
O 2.34 1.89 2.18
C 1.40 2.03 3.24
H 8.12 0.61 -0.42
H 8.89 0.28 1.12
H 7.61 1.56 0.96
H 6.68 0.52 2.81
H 7.68 -0.83 3.03
H 5.25 -1.20 3.73
H 5.29 -2.10 2.22
H 4.35 0.61 2.59
H 3.03 -0.79 3.13
H 2.83 -1.48 1.61
H 1.18 0.35 1.19
H 2.64 0.86 0.49
H 1.78 2.89 3.79
H 1.40 1.16 3.90
H 0.42 2.31 2.85

Its spin multiplicity is 2. The charge is -2. For the frontier orbital gap (spin up / spin down), the calculation gives 1.287 / 7.093 eV.